# 1
{
  "formula": "C47H46Cl2N12O3SiZr",
  "method": "ωB97M-V/def2-TZVPD",
  "elements": ["Zr", "C", "O", "C", "C", "C", "C", "C", "C", "N", "N", "C", "C", "O", "C", "C", "C", "C", "C", "C", "C", "C", "H", "H", "H", "H", "H", "H", "H", "H", "H", "H", "H", "H", "H", "C", "C", "C", "C", "C", "C", "N", "N", "Si", "C", "C", "C", "H", "H", "H", "H", "H", "H", "H", "H", "H", "H", "H", "H", "H", "H", "H", "C", "N", "C", "N", "C", "N", "C", "C", "C", "C", "C", "C", "C", "N", "N", "C", "O", "C", "C", "C", "C", "C", "C", "N", "C", "N", "C", "N", "C", "H", "H", "H", "H", "H", "H", "H", "H", "H", "H", "H", "H", "H", "H", "H", "H", "Cl", "C", "Cl", "H", "H"],
  "coordinates": [[-0.284, -1.017, -0.335], [-3.218, -2.499, -3.032], [-2.135, -2.677, -2.119], [-1.446, -3.854, -2.188], [-1.467, -4.745, -3.247], [-0.708, -5.907, -3.163], [0.055, -6.191, -2.039], [0.065, -5.306, -0.971], [-0.677, -4.145, -1.065], [-0.828, -3.205, 0.007], [-1.372, -3.712, 1.026], [-2.010, -2.918, 1.935], [-2.609, -1.718, 1.512], [-2.215, -1.121, 0.402], [-3.680, -1.175, 2.264], [-4.020, -1.733, 3.460], [-3.359, -2.881, 3.978], [-3.704, -3.422, 5.234], [-3.084, -4.553, 5.693], [-2.106, -5.183, 4.906], [-1.748, -4.675, 3.681], [-2.369, -3.512, 3.195], [-3.909, -3.339, -2.965], [-3.719, -1.585, -2.727], [-2.859, -2.393, -4.053], [-2.072, -4.553, -4.124], [-0.725, -6.604, -3.990], [0.631, -7.107, -1.992], [0.624, -5.512, -0.067], [-4.213, -0.321, 1.870], [-4.824, -1.300, 4.044], [-4.468, -2.932, 5.827], [-3.346, -4.969, 6.656], [-1.631, -6.085, 5.270], [-0.991, -5.165, 3.083], [-0.166, -1.017, 3.667], [0.760, -1.819, 2.806], [1.500, -2.840, 3.359], [2.386, -3.566, 2.563], [2.541, -3.268, 1.229], [1.805, -2.196, 0.708], [0.928, -1.508, 1.492], [1.742, -1.780, -0.599], [3.185, -2.161, -1.610], [4.686, -1.796, -0.535], [3.316, -1.125, -3.172], [3.119, -3.946, -2.181], [0.374, -0.176, 4.110], [-0.538, -1.638, 4.480], [-1.019, -0.622, 3.119], [1.385, -3.071, 4.409], [2.946, -4.384, 3.000], [3.193, -3.849, 0.597], [4.472, -1.128, 0.304], [5.459, -1.315, -1.139], [5.131, -2.703, -0.120], [2.835, -0.148, -3.166], [2.923, -1.681, -4.024], [4.383, -0.967, -3.358], [3.350, -4.679, -1.406], [3.841, -4.097, -2.990], [2.131, -4.184, -2.582], [3.086, 2.996, -3.015], [1.893, 2.282, -2.529], [1.796, 1.333, -1.605], [0.529, 0.939, -1.511], [-0.116, 1.727, -2.425], [0.682, 2.540, -3.062], [2.870, 4.486, -2.955], [2.935, 5.279, -4.092], [2.639, 6.634, -4.014], [2.231, 7.197, -2.814], [2.175, 6.404, -1.676], [2.522, 5.062, -1.745], [1.613, 6.815, -0.379], [2.187, 6.880, 0.767], [1.174, 6.869, 1.717], [0.068, 6.795, 1.067], [0.256, 6.791, -0.279], [-1.246, 6.356, 1.551], [-2.457, 6.895, 1.132], [-3.639, 6.262, 1.487], [-3.611, 5.066, 2.195], [-2.399, 4.524, 2.602], [-2.320, 3.175, 3.271], [-1.422, 2.286, 2.519], [-1.704, 1.458, 1.519], [-0.574, 0.932, 1.057], [0.389, 1.528, 1.819], [-0.090, 2.351, 2.709], [-1.222, 5.197, 2.315], [3.272, 2.664, -4.036], [3.916, 2.662, -2.392], [2.630, 0.948, -1.040], [-1.178, 1.690, -2.616], [3.206, 4.842, -5.046], [2.699, 7.247, -4.903], [1.957, 8.243, -2.764], [2.468, 4.463, -0.841], [-2.477, 7.795, 0.531], [-4.587, 6.685, 1.183], [-4.542, 4.556, 2.422], [-3.296, 2.694, 3.318], [-1.912, 3.226, 4.278], [-2.697, 1.250, 1.163], [1.443, 1.322, 1.727], [-0.264, 4.799, 2.627], [0.158, -1.538, -3.544], [-0.131, -0.437, -4.947], [-1.779, 0.155, -4.986], [0.062, -1.035, -5.829], [0.561, 0.390, -4.857]],
  "forces_ev_per_a": [[-0.04, 0.68, 0.36], [-0.05, 0.01, 0.02], [-0.12, 0.13, 0.05], [0.16, -0.15, 0.01], [-0.08, 0.05, -0.11], [0.04, -0.07, -0.02], [0.03, -0.04, 0.00], [-0.04, 0.00, -0.08], [0.19, -0.08, 0.09], [0.09, 0.08, 0.01], [-0.05, 0.01, -0.05], [-0.08, -0.02, -0.03], [0.05, -0.10, -0.09], [0.62, 0.18, -0.02], [-0.01, -0.06, 0.06], [-0.04, 0.09, -0.03], [0.03, -0.09, 0.02], [-0.01, 0.02, 0.00], [0.00, 0.00, 0.04], [0.03, -0.04, -0.01], [0.03, -0.01, -0.02], [-0.08, 0.05, 0.06], [0.01, -0.01, 0.02], [-0.02, 0.00, -0.01], [0.04, 0.01, -0.07], [0.05, -0.03, 0.06], [0.00, 0.01, 0.02], [-0.02, 0.04, 0.00], [0.00, 0.00, 0.01], [0.00, -0.01, 0.00], [0.02, 0.00, -0.02], [0.02, -0.01, -0.02], [-0.01, 0.01, -0.02], [-0.01, 0.03, -0.01], [-0.02, 0.02, 0.00], [0.03, 0.10, 0.03], [0.05, -0.11, 0.00], [-0.03, 0.06, 0.04], [0.03, -0.05, 0.00], [-0.04, 0.12, 0.13], [-0.13, -0.24, -0.04], [-0.31, -0.16, 0.01], [-0.07, 0.28, -0.06], [-0.13, -0.20, -0.03], [0.04, 0.01, -0.07], [0.04, 0.02, -0.07], [0.09, 0.12, 0.00], [0.00, -0.02, -0.01], [0.01, 0.01, -0.01], [0.04, 0.00, 0.01], [0.00, 0.01, -0.01], [-0.01, 0.01, -0.02], [0.00, 0.03, 0.01], [-0.04, -0.03, -0.03], [-0.02, -0.04, 0.01], [-0.02, 0.05, -0.01], [0.04, -0.08, 0.00], [0.02, 0.02, 0.03], [-0.07, 0.00, 0.01], [-0.04, 0.03, -0.02], [0.00, 0.03, 0.06], [0.00, 0.02, 0.00], [-0.01, 0.02, -0.02], [0.01, -0.04, 0.08], [0.01, 0.12, -0.03], [-0.29, -0.47, -0.08], [0.00, 0.01, 0.06], [-0.03, -0.03, -0.01], [0.02, -0.02, 0.01], [0.02, -0.01, -0.03], [0.00, 0.02, -0.01], [0.04, 0.01, 0.00], [-0.02, 0.00, -0.01], [-0.02, -0.01, -0.03], [-0.06, 0.00, 0.06], [0.11, 0.02, -0.08], [-0.10, 0.02, 0.08], [0.10, 0.00, -0.07], [0.01, -0.04, 0.03], [-0.05, -0.01, 0.00], [0.01, 0.01, 0.03], [-0.01, 0.01, -0.01], [-0.03, -0.01, 0.01], [-0.05, 0.05, 0.03], [-0.02, 0.00, -0.05], [-0.10, 0.03, -0.13], [-0.01, 0.06, 0.20], [0.16, -0.35, -0.16], [0.04, -0.02, -0.09], [0.05, -0.10, 0.08], [0.01, 0.01, -0.02], [0.01, 0.01, -0.02], [0.01, 0.03, 0.03], [-0.04, 0.01, -0.03], [0.07, -0.01, 0.00], [-0.01, 0.01, 0.03], [0.00, -0.02, 0.02], [0.01, -0.02, 0.00], [0.00, 0.01, -0.01], [0.01, -0.02, 0.01], [0.02, -0.01, 0.01], [0.03, 0.01, 0.00], [-0.01, 0.00, -0.01], [0.02, 0.03, 0.02], [0.02, -0.01, 0.01], [-0.01, -0.01, 0.00], [-0.04, 0.03, -0.01], [-0.08, 0.01, -0.24], [0.05, -0.13, 0.25], [0.01, 0.04, -0.04], [-0.01, -0.02, -0.04], [-0.01, 0.09, 0.00]],
  "e_homo_ev": -12.88,
  "orbital_gap_ev": 6.92,
  "lumo_energy_ev": -5.95,
  "total_charge": 2
}

---

# 2
{
  "formula": "C39H50AuN6S",
  "method": "ωB97M-V/def2-TZVPD",
  "elements": ["Au", "C", "C", "C", "C", "C", "C", "C", "N", "C", "C", "C", "C", "C", "C", "C", "C", "C", "C", "N", "C", "C", "C", "N", "C", "C", "C", "C", "C", "C", "C", "C", "C", "C", "C", "C", "C", "C", "N", "C", "C", "H", "H", "H", "H", "H", "H", "H", "H", "H", "H", "H", "H", "H", "H", "H", "H", "H", "H", "H", "H", "H", "H", "H", "H", "H", "H", "H", "H", "H", "H", "H", "H", "H", "H", "H", "H", "H", "H", "H", "H", "H", "H", "H", "H", "S", "C", "N", "C", "C", "N", "H", "H", "H", "H", "H", "H"],
  "coordinates": [[-0.037, 0.244, 0.540], [-1.282, 3.889, -4.295], [-1.755, 4.311, -2.898], [-1.860, 3.147, -1.963], [-2.998, 2.449, -1.608], [-4.365, 2.852, -2.089], [-5.543, 1.894, -1.920], [-2.573, 1.434, -0.689], [-1.202, 1.495, -0.535], [-0.769, 2.542, -1.289], [0.566, 3.019, -1.347], [1.623, 2.459, -0.722], [2.972, 3.020, -0.699], [3.366, 4.321, -1.316], [3.746, 4.163, -2.795], [3.751, 2.149, -0.025], [2.897, 1.047, 0.398], [3.330, -0.037, 1.118], [2.506, -1.029, 1.637], [1.132, -1.047, 1.550], [0.715, -2.147, 2.233], [-0.635, -2.509, 2.453], [-1.709, -1.816, 2.021], [-1.684, -0.655, 1.270], [-2.969, -0.415, 0.884], [-3.391, 0.543, -0.006], [-3.866, -1.386, 1.501], [-3.096, -2.246, 2.199], [-3.520, -3.403, 3.039], [-3.394, -3.092, 4.537], [-5.347, -1.422, 1.312], [-5.739, -2.266, 0.092], [1.834, -2.871, 2.742], [2.955, -2.163, 2.388], [4.384, -2.501, 2.663], [5.045, -3.191, 1.461], [1.749, -4.110, 3.576], [1.402, -3.776, 5.034], [1.615, 1.254, -0.040], [5.199, 2.290, 0.315], [5.390, 2.901, 1.710], [-1.239, 4.750, -4.962], [-0.288, 3.441, -4.248], [-1.967, 3.158, -4.727], [-1.062, 5.048, -2.486], [-2.726, 4.799, -2.976], [-4.618, 3.796, -1.595], [-4.269, 3.086, -3.152], [-5.846, 1.804, -0.877], [-6.399, 2.292, -2.464], [-5.324, 0.903, -2.320], [0.731, 3.925, -1.912], [2.548, 5.036, -1.223], [4.216, 4.729, -0.768], [2.910, 3.769, -3.374], [4.034, 5.123, -3.221], [4.587, 3.476, -2.904], [4.387, -0.112, 1.328], [-0.806, -3.420, 3.007], [-4.447, 0.588, -0.204], [-4.556, -3.651, 2.808], [-2.915, -4.278, 2.790], [-4.020, -2.239, 4.801], [-3.713, -3.950, 5.128], [-2.365, -2.851, 4.804], [-5.809, -1.839, 2.207], [-5.732, -0.408, 1.194], [-5.415, -3.299, 0.221], [-6.820, -2.259, -0.045], [-5.272, -1.880, -0.815], [4.935, -1.592, 2.912], [4.438, -3.158, 3.531], [5.044, -2.533, 0.591], [6.076, -3.458, 1.691], [4.504, -4.101, 1.202], [0.997, -4.785, 3.160], [2.703, -4.635, 3.541], [0.457, -3.235, 5.093], [1.321, -4.680, 5.636], [2.175, -3.141, 5.469], [5.691, 1.316, 0.274], [5.682, 2.927, -0.426], [4.931, 2.273, 2.475], [6.451, 3.005, 1.936], [4.929, 3.887, 1.762], [-1.178, -2.381, -1.349], [-0.367, -1.848, -2.702], [-0.853, -1.015, -3.638], [0.142, -0.636, -4.636], [1.297, -1.607, -4.327], [0.905, -2.151, -3.029], [-1.754, -0.583, -3.556], [0.446, 0.406, -4.506], [-0.246, -0.762, -5.645], [2.256, -1.095, -4.258], [1.377, -2.396, -5.077], [1.395, -2.899, -2.576]],
  "forces_ev_per_a": [[-0.02, 0.05, 0.09], [-0.04, 0.10, 0.07], [0.09, -0.15, -0.07], [-0.37, -0.19, 0.03], [0.41, 0.38, -0.14], [-0.13, -0.10, 0.11], [0.07, 0.07, -0.04], [-0.11, -0.24, 0.15], [0.01, 0.23, -0.13], [0.03, -0.12, 0.07], [0.25, 0.02, 0.08], [-0.54, 0.03, -0.32], [0.42, -0.20, 0.26], [0.03, -0.12, -0.20], [-0.03, 0.05, 0.05], [-0.08, 0.43, -0.38], [-0.11, -0.55, 0.23], [0.05, 0.22, -0.08], [0.00, 0.08, -0.08], [0.06, -0.16, 0.17], [-0.09, 0.09, -0.07], [-0.22, 0.03, -0.01], [0.55, -0.29, 0.05], [-0.23, 0.08, 0.09], [0.16, 0.31, -0.37], [-0.03, -0.05, 0.05], [0.10, -0.38, 0.40], [-0.44, 0.26, -0.17], [0.10, 0.11, 0.13], [-0.05, -0.08, -0.12], [0.05, -0.09, -0.15], [-0.04, 0.08, 0.04], [0.35, 0.10, -0.04], [-0.27, -0.21, 0.09], [0.00, -0.03, -0.20], [-0.01, 0.04, 0.12], [-0.09, 0.18, 0.16], [0.05, -0.07, -0.09], [0.14, 0.11, 0.03], [-0.06, 0.06, 0.24], [0.04, -0.06, -0.11], [0.02, -0.03, -0.02], [0.00, -0.03, -0.02], [0.02, -0.02, -0.01], [-0.06, 0.06, -0.01], [0.02, 0.05, 0.04], [0.00, 0.02, -0.07], [0.00, 0.04, 0.01], [-0.04, -0.03, -0.02], [-0.01, -0.03, 0.00], [-0.01, -0.02, 0.04], [0.01, 0.03, 0.05], [0.03, 0.04, 0.06], [-0.04, 0.04, 0.02], [0.01, -0.01, -0.01], [-0.01, -0.01, -0.02], [-0.01, -0.01, -0.01], [-0.01, 0.02, 0.02], [-0.03, 0.00, 0.00], [0.02, -0.04, 0.02], [0.02, -0.06, -0.05], [-0.05, -0.03, -0.03], [0.01, 0.00, 0.03], [0.02, 0.02, 0.04], [0.00, 0.01, 0.04], [-0.03, 0.06, 0.01], [-0.03, 0.01, 0.09], [0.02, 0.00, -0.02], [0.01, -0.01, -0.02], [0.02, -0.03, -0.01], [0.02, -0.03, 0.08], [0.01, 0.05, 0.04], [0.00, -0.03, -0.03], [0.00, 0.01, -0.03], [0.01, 0.00, -0.03], [0.04, -0.05, -0.02], [-0.02, -0.05, -0.06], [-0.01, 0.00, 0.04], [-0.01, 0.01, 0.00], [-0.01, 0.01, 0.02], [0.03, 0.01, -0.09], [0.01, -0.06, -0.05], [0.01, 0.02, 0.03], [-0.01, 0.00, 0.05], [0.00, 0.00, 0.02], [-0.04, -0.14, -0.03], [-0.10, -0.02, 0.28], [0.21, 0.07, -0.35], [-0.09, 0.07, 0.05], [0.05, -0.12, 0.05], [0.15, 0.23, -0.28], [-0.05, -0.04, 0.16], [0.00, -0.02, 0.00], [0.04, 0.01, 0.00], [-0.02, 0.01, -0.05], [-0.03, 0.01, 0.01], [-0.08, -0.04, 0.11]],
  "e_homo_ev": [-8.05, -10.19],
  "multiplicity": 3,
  "orbital_gap_ev": [4.79, 4.85],
  "lumo_energy_ev": [-3.26, -5.34],
  "total_charge": 1,
  "s2": 2.04
}

---

# 3
{
  "formula": "HNO2PS",
  "method": "ωB97M-V/def2-TZVPD",
  "elements": ["N", "O", "O", "P", "S", "H"],
  "coordinates": [[-0.115, 0.028, 1.141], [-1.545, -1.384, -0.251], [0.029, 0.875, -1.031], [1.034, 0.864, 0.259], [-1.231, 0.016, 0.074], [1.828, -0.399, -0.192]],
  "forces_ev_per_a": [[0.63, 0.52, 1.55], [-0.20, 0.37, -0.42], [-0.72, 0.15, -0.25], [1.12, -1.65, -0.62], [-0.74, -0.61, -0.80], [-0.08, 1.22, 0.53]],
  "e_homo_ev": -3.57,
  "smiles": "[O-][S@@]12=N[P@H]=1O2",
  "orbital_gap_ev": 7.63,
  "e_above_lowest_kcal_mol": 31.9,
  "lumo_energy_ev": 4.06,
  "total_charge": -1
}

---

# 4
{
  "formula": "C7H14N2S",
  "method": "ωB97M-V/def2-TZVPD",
  "elements": ["C", "C", "S", "H", "H", "H", "H", "H", "H", "C", "C", "C", "C", "C", "N", "N", "H", "H", "H", "H", "H", "H", "H", "H"],
  "coordinates": [[-2.112, 0.527, -2.288], [-2.876, 0.969, -1.036], [-1.455, 1.984, -3.279], [-1.153, 0.123, -1.978], [-2.741, -0.095, -2.912], [-2.251, 0.956, -0.140], [-2.190, 2.882, -2.614], [-3.622, 0.222, -0.745], [-3.342, 1.943, -1.163], [0.586, -1.009, 2.210], [-0.388, -1.597, 1.171], [1.700, -0.434, 1.369], [3.003, -0.767, 1.263], [2.433, 0.795, -0.192], [1.338, 0.591, 0.503], [3.471, 0.003, 0.168], [0.125, -0.297, 2.892], [0.990, -1.798, 2.851], [0.068, -2.441, 0.667], [3.656, -1.428, 1.800], [2.470, 1.451, -1.051], [4.446, 0.257, 0.198], [-0.890, -0.810, 0.617], [-1.267, -2.028, 1.689]],
  "forces_ev_per_a": [[0.65, 1.38, 0.31], [0.06, -0.66, 0.46], [-0.61, -0.46, 0.37], [-0.32, -0.92, -0.14], [0.33, -0.19, -0.21], [0.35, 0.58, -0.26], [0.05, 0.19, -0.17], [-0.27, 0.16, -0.47], [-0.17, -0.06, 0.15], [0.74, -0.69, -0.78], [-1.62, -0.38, 2.17], [-1.28, 0.59, 1.51], [0.11, 0.66, -1.14], [-0.67, 0.66, -0.31], [1.30, -0.79, -0.73], [0.24, -0.71, 1.67], [-0.06, 0.31, -0.31], [-0.06, -0.07, -0.11], [0.07, 0.39, -0.71], [-0.07, -0.14, 0.01], [0.23, 0.18, 0.17], [-0.07, 0.15, -0.77], [0.72, -0.05, -0.81], [0.37, -0.14, 0.13]],
  "e_homo_ev": -8.81,
  "smiles": "CCc1c[nH]cn1.CCS",
  "orbital_gap_ev": 9.72,
  "e_above_lowest_kcal_mol": 26.0,
  "lumo_energy_ev": 0.91
}

---

# 5
{
  "formula": "CH5NO2S",
  "method": "ωB97M-V/def2-TZVPD",
  "elements": ["C", "N", "O", "O", "S", "H", "H", "H", "H", "H"],
  "coordinates": [[0.956, 0.706, -0.049], [-1.191, -0.663, 0.028], [0.942, -1.749, 0.831], [0.295, 1.353, 0.885], [0.476, -1.038, -0.350], [0.420, 1.370, -1.821], [2.001, 0.958, -0.139], [-1.679, -0.366, -0.805], [-1.644, -1.480, 0.416], [-0.576, 0.910, 1.004]],
  "forces_ev_per_a": [[0.56, -2.10, 0.74], [0.42, 0.20, -0.04], [0.20, -1.03, 0.66], [-0.55, 0.70, 0.59], [-0.21, 1.77, 0.13], [-0.55, 0.74, -1.54], [0.13, 0.03, -0.21], [-0.18, 0.01, -0.24], [0.10, -0.22, 0.02], [0.08, -0.10, -0.11]],
  "e_homo_ev": [-6.77, -9.60],
  "multiplicity": 3,
  "orbital_gap_ev": [7.24, 7.89],
  "e_above_lowest_kcal_mol": 52.2,
  "lumo_energy_ev": [0.47, -1.70],
  "s2": 2.00
}

---

Question: What is the formula in the fourth record?
Answer: C7H14N2S